DFT (wB97M-V/def2-TZVPD) results for 2 unconnected molecules or ions with the total composition C5H16FN3.

```
25
Properties=species:S:1:pos:R:3:mulliken_charge:R:1
C 3.275 1.452 0.510 -1.070
C 3.393 0.325 -0.516 -0.611
C 2.565 -0.929 -0.157 0.194
F 3.289 -2.021 -0.723 -0.370
N 1.254 -1.006 -0.611 -0.748
C 0.412 -0.085 -0.011 -0.379
N -1.013 -0.484 -0.203 -0.405
C -1.900 0.650 -0.070 -0.240
H 3.432 1.084 1.527 0.306
H 4.015 2.231 0.308 0.347
H 2.300 1.939 0.471 0.224
H 3.059 0.667 -1.499 0.276
H 4.442 0.021 -0.584 0.345
H 2.657 -1.083 0.953 0.302
H 0.596 0.038 1.097 0.211
H 0.446 0.964 -0.418 0.071
H -1.222 -1.108 0.571 0.344
H -1.661 1.353 0.747 0.341
H -2.916 0.294 0.158 -0.349
H -1.951 1.232 -0.994 0.339
N -4.907 -1.110 -0.110 -0.706
H -5.830 -1.540 -0.029 0.413
H -4.985 -0.092 -0.180 0.379
H -4.332 -1.335 0.708 0.396
H -4.420 -1.457 -0.944 0.391
```

Properties
**Max |F|**: 0.64 eV Å⁻¹
**E_LUMO**: -2.03 eV
**HOMO-LUMO gap**: 0.0860 hartree
**E**: -12626.8115 eV